{
  "formula": "C4H9NO2",
  "method": "the ωB97M-V functional and the def2-TZVPD basis",
  "gap_ev": 6.4,
  "total_charge": -2,
  "de_lowest_ev": 0.9620,
  "lumo_energy_ha": 0.2701,
  "homo_ha": 0.036,
  "elements": ["N", "C", "C", "O", "C", "C", "O", "H", "H", "H", "H", "H", "H", "H", "H", "H"],
  "coordinates": [[0.05439, -0.12119, -1.64015], [0.52547, -0.33680, -0.28594], [1.94566, 0.45174, -0.10470], [2.43764, 1.08117, -1.19969], [-0.44805, -0.03975, 0.87109], [-1.94281, -0.41831, 0.61716], [-2.67947, -0.62629, 1.78002], [-0.55757, 0.68549, -1.71385], [0.93478, 0.09190, -2.11943], [0.88836, -1.36015, -0.12631], [1.89654, 1.13573, 0.77233], [2.66190, -0.39561, 0.17688], [-0.23971, 0.75550, 1.59975], [-0.23600, -0.81774, 1.63832], [-2.43932, 0.39278, 0.05110], [-1.92795, -1.37785, 0.06351]],
  "forces_ev_per_a": [[-0.260, -0.768, -0.250], [1.313, 1.400, 1.226], [0.820, -0.517, -0.375], [-0.333, -0.006, -0.285], [-0.204, -2.351, 0.845], [-0.589, 0.210, 1.819], [0.335, 0.230, -0.125], [0.285, -0.005, 0.244], [-0.176, 0.594, -0.182], [-0.672, -0.269, -0.635], [-0.293, -0.108, 0.215], [-0.272, 0.355, 0.414], [-0.344, 1.140, -1.087], [0.086, -0.210, -0.411], [0.120, -0.057, -0.737], [0.183, 0.362, -0.675]]
}